No. 1
The following is a DFT calculation (wB97M-V/def2-TZVPD) of a cluster of 2 separate species, C2H3BO3 in total in a non-equilibrium geometry.

ORCA input file:
```
! RIJCOSX wB97M-V def2-TZVPD def2/J DEFGRID3
* xyz 0 1
C 1.380 -0.942 -0.082
C 1.211 0.354 0.096
O 1.005 1.525 0.104
H 2.315 -1.422 0.181
H 0.643 -1.661 0.259
O -1.869 -0.964 0.519
B -1.861 0.144 -0.006
O -1.882 1.361 -0.564
H -0.941 1.605 -0.508
*
```

Results
SMILES string: C=C=O.O=BO
E_HOMO, hartree: -0.37049
Frontier orbital gap, eV: 10.3
Relative energy (zero: lowest compared OMol25 entry of this formula, charge and spin), kcal per mole: 52.0

***

No. 2
The following is a DFT calculation (wB97M-V/def2-TZVPD) of a cluster of 11 separate species, C45H110N2O11 in total in a non-equilibrium geometry.

ORCA input file:
```
! RIJCOSX wB97M-V def2-TZVPD def2/J DEFGRID3
* xyz 0 1
C 6.173 -0.693 -2.269
C 7.410 -0.117 -1.530
C 7.646 1.305 -1.900
C 7.015 -0.181 -0.035
C 8.229 -0.031 0.843
C 9.204 -1.204 0.477
C 9.757 -1.100 -0.960
C 10.855 0.027 -1.035
C 10.353 -2.475 -1.297
N 8.603 -0.895 -1.859
O 8.915 -0.861 -3.178
H 6.329 -0.413 -3.311
H 5.235 -0.178 -2.064
H 6.060 -1.743 -1.999
H 6.707 1.855 -1.843
H 7.989 1.440 -2.926
H 8.279 1.873 -1.218
H 6.420 0.708 0.178
H 6.397 -1.029 0.257
H 7.903 -0.179 1.873
H 8.612 0.990 0.820
H 8.595 -2.108 0.504
H 10.014 -1.179 1.206
H 10.349 0.991 -0.989
H 11.627 0.046 -0.265
H 11.320 -0.106 -2.012
H 10.911 -2.390 -2.230
H 11.059 -2.849 -0.555
H 9.604 -3.260 -1.398
H 8.710 -1.752 -3.470
C 3.882 -6.322 1.597
C 2.472 -6.776 2.106
C 2.788 -7.705 3.244
C 1.682 -5.536 2.604
C 0.111 -5.737 2.890
C -0.524 -6.192 1.591
C 0.127 -7.404 0.903
C -0.330 -8.665 1.683
C -0.259 -7.379 -0.581
N 1.605 -7.359 0.988
O 2.245 -8.354 0.305
H 4.440 -7.032 0.986
H 3.770 -5.487 0.905
H 4.541 -6.029 2.414
H 1.856 -8.132 3.614
H 3.510 -8.457 2.926
H 3.248 -7.208 4.098
H 2.128 -5.283 3.566
H 1.795 -4.631 2.007
H -0.096 -6.451 3.687
H -0.250 -4.759 3.208
H -0.755 -5.347 0.942
H -1.465 -6.544 2.015
H -1.402 -8.799 1.828
H 0.052 -8.735 2.701
H 0.026 -9.588 1.225
H -0.068 -8.273 -1.175
H 0.099 -6.526 -1.158
H -1.338 -7.243 -0.644
H 2.210 -9.128 0.873
C -8.670 -0.998 2.578
C -8.422 -1.974 3.707
C -7.018 -1.831 4.306
O -9.316 -1.926 4.799
H -7.928 -1.074 1.784
H -8.571 -0.020 3.050
H -9.666 -1.038 2.136
H -8.358 -2.968 3.265
H -6.944 -2.147 5.346
H -6.647 -0.812 4.195
H -6.338 -2.475 3.749
H -9.073 -2.643 5.390
C -0.802 -0.893 -6.405
C -1.797 -1.459 -7.467
C -2.077 -0.278 -8.444
O -1.171 -2.453 -8.210
H -1.212 0.039 -6.016
H 0.151 -0.528 -6.789
H -0.580 -1.456 -5.499
H -2.745 -1.740 -7.007
H -2.586 -0.562 -9.364
H -1.125 0.220 -8.628
H -2.760 0.468 -8.038
H -0.371 -2.660 -7.722
C -0.772 6.363 -7.881
C -0.025 5.626 -6.774
C 1.454 5.830 -6.630
O -0.585 5.878 -5.492
H -1.817 6.073 -7.985
H -0.340 6.101 -8.847
H -0.744 7.444 -7.742
H -0.175 4.575 -7.024
H 1.945 5.450 -5.734
H 1.792 6.862 -6.713
H 1.895 5.413 -7.535
H -0.262 6.761 -5.299
C -3.549 3.280 7.591
C -3.605 4.554 6.775
C -2.264 5.101 6.306
O -4.433 4.318 5.675
H -2.947 2.567 7.029
H -4.472 2.702 7.643
H -3.118 3.488 8.570
H -4.077 5.266 7.452
H -1.635 5.024 7.193
H -2.365 6.150 6.029
H -1.808 4.567 5.472
H -3.851 3.958 5.002
C -9.834 -4.345 -4.161
C -8.664 -5.107 -4.675
C -7.483 -4.864 -3.815
O -9.097 -6.455 -4.617
H -9.580 -3.288 -4.089
H -10.290 -4.617 -3.209
H -10.658 -4.392 -4.873
H -8.448 -4.777 -5.691
H -6.610 -5.322 -4.281
H -7.679 -5.196 -2.795
H -7.225 -3.818 -3.649
H -9.705 -6.595 -5.347
C 2.711 1.398 6.104
C 3.310 1.278 7.520
C 2.710 2.208 8.554
O 3.181 -0.044 7.890
H 3.409 0.877 5.448
H 2.541 2.401 5.712
H 1.819 0.775 6.174
H 4.373 1.518 7.508
H 3.303 2.254 9.467
H 1.683 1.930 8.791
H 2.681 3.166 8.036
H 4.021 -0.426 8.154
C 2.005 7.940 2.267
C 3.096 8.283 1.238
C 3.292 7.326 0.067
O 2.688 9.395 0.664
H 2.177 7.064 2.892
H 1.025 7.765 1.824
H 1.868 8.784 2.944
H 4.058 8.464 1.718
H 3.588 6.359 0.473
H 3.986 7.622 -0.719
H 2.323 7.264 -0.430
H 2.619 10.037 1.375
C -2.909 0.244 -0.135
C -2.154 1.054 0.792
C -0.818 1.523 0.171
O -2.801 2.225 1.299
H -2.307 -0.465 -0.703
H -3.523 0.831 -0.819
H -3.691 -0.280 0.415
H -1.925 0.416 1.646
H -0.160 0.677 -0.024
H -0.276 2.086 0.931
H -0.886 2.195 -0.685
H -3.017 2.744 0.520
C -6.796 5.236 -3.496
C -6.538 5.928 -2.124
C -7.571 5.614 -0.966
O -5.268 5.376 -1.677
H -6.854 4.148 -3.464
H -6.105 5.554 -4.277
H -7.732 5.555 -3.955
H -6.398 6.986 -2.346
H -7.550 4.548 -0.740
H -8.574 5.775 -1.361
H -7.314 6.140 -0.047
H -4.627 5.475 -2.384
*
```

Results
SMILES string: CC1(C)CCCC(C)(C)N1O.CC1(C)CCCC(C)(C)N1O.CC(C)O.CC(C)O.CC(C)O.CC(C)O.CC(C)O.CC(C)O.CC(C)O.CC(C)O.CC(C)O
E_HOMO, hartree: -0.29337
Frontier orbital gap, eV: 8.1
Relative energy (zero: lowest compared OMol25 entry of this formula, charge and spin), kcal per mole: 129.8

***

No. 3
The following is a DFT calculation (wB97M-V/def2-TZVPD) of a cluster of 3 separate species, C8H14Br4FNO in total in a non-equilibrium geometry.

ORCA input file:
```
! RIJCOSX wB97M-V def2-TZVPD def2/J DEFGRID3
* xyz 0 1
O -2.195 1.505 -0.183
C -2.579 0.415 -0.550
C -1.703 -0.724 -1.047
C -2.653 -1.898 -1.192
F -2.598 -2.671 -0.045
C -4.033 -1.259 -1.306
N -3.903 -0.017 -0.509
H -1.126 -0.488 -1.929
H -1.029 -0.935 -0.220
H -2.473 -2.498 -2.079
H -4.784 -1.915 -0.889
H -4.209 -0.980 -2.341
H -4.541 0.704 -0.804
Br 1.721 -1.263 0.302
C 1.860 -1.270 2.242
C 0.673 -1.937 2.883
Br -0.902 -0.799 2.817
H 1.961 -0.235 2.547
H 2.777 -1.809 2.471
H 0.864 -2.119 3.938
H 0.408 -2.868 2.394
Br 1.708 2.010 -1.714
C 2.863 2.994 -0.504
C 4.278 3.071 -1.011
Br 5.215 1.380 -0.797
H 2.798 2.497 0.458
H 2.430 3.989 -0.429
H 4.848 3.798 -0.438
H 4.324 3.321 -2.065
*
```

Results
SMILES string: O=C1C[C@@H](F)CN1.BrCCBr.BrCCBr
E_HOMO, hartree: -0.35169
Frontier orbital gap, eV: 10.2

***

No. 4
The following is a DFT calculation (wB97M-V/def2-TZVPD) of the ion C3H8N3O with charge +1 in a non-equilibrium geometry.

ORCA input file:
```
! RIJCOSX wB97M-V def2-TZVPD def2/J DEFGRID3
* xyz 1 1
C -2.301 0.965 0.105
O -1.636 -0.172 -0.428
N -0.811 -0.782 0.479
C -0.143 -1.941 -0.035
N 0.605 -0.743 0.085
C 1.824 -0.342 -0.126
N 2.415 0.831 0.034
H -2.756 0.740 1.070
H -3.079 1.193 -0.621
H -1.619 1.811 0.193
H -0.403 -2.274 -1.038
H 0.056 -2.737 0.676
H 2.477 -1.125 -0.516
H 3.395 0.929 -0.184
H 1.924 1.634 0.408
*
```

Results
SMILES string: CON1CN1C=[NH2+]
E_HOMO, hartree: -0.54047
Frontier orbital gap, eV: 11.2
Relative energy (zero: lowest compared OMol25 entry of this formula, charge and spin), kcal per mole: 109.8